# 1
Molecular formula: C32H101O41P9
Method: DFT, wB97M-V/def2-TZVPD

Atoms and positions in Å:
C  -22.7945  -24.4093  -14.0804
O  -22.3253  -25.5478  -14.7045
H  -22.5979  -23.5272  -14.6897
H  -23.8733  -24.5158  -13.9664
H  -22.2903  -24.2649  -13.1248
H  -21.3917  -25.4449  -14.9029
C  -29.3067  -13.6407  -4.7572
O  -28.2889  -14.4958  -5.1893
H  -30.2558  -14.1501  -4.5908
H  -28.9522  -13.1671  -3.8417
H  -29.4333  -12.7704  -5.4012
H  -28.6665  -15.3705  -5.0714
C  -23.6856  -22.1137  -6.6696
O  -23.4004  -23.4274  -7.1114
H  -24.6153  -21.7314  -7.0910
H  -23.4592  -21.9842  -5.6112
H  -22.9623  -21.4305  -7.1148
H  -23.7997  -24.0358  -6.4852
C  -16.8001  -15.8160  -16.8456
O  -18.0157  -16.0211  -17.5581
H  -16.9674  -15.7259  -15.7723
H  -16.0713  -16.6260  -16.8714
H  -16.3975  -14.8973  -17.2724
H  -17.7397  -16.2214  -18.4555
C  -29.6027  -11.0521  -10.8629
O  -29.6711  -12.1133  -11.7226
H  -28.8655  -10.3025  -11.1505
H  -30.5974  -10.6066  -10.8460
H  -29.3262  -11.4576  -9.8897
H  -30.4589  -12.5919  -11.4545
C  -15.7870  -23.8900  -9.1946
O  -16.0384  -23.9409  -7.8450
P  -16.0140  -22.5805  -6.8731
O  -16.1588  -22.8401  -5.4152
O  -14.5466  -22.0231  -7.3692
C  -13.3782  -22.6000  -6.7657
O  -17.0653  -21.5679  -7.4826
C  -17.2348  -20.2772  -6.9702
H  -15.5319  -22.9006  -9.5742
H  -16.6500  -24.2229  -9.7712
H  -15.0214  -24.6150  -9.4711
H  -12.7060  -22.9678  -7.5409
H  -13.3717  -23.2949  -5.9259
H  -12.7775  -21.7627  -6.4105
H  -18.2864  -20.2025  -6.6936
H  -17.0031  -19.5114  -7.7105
H  -16.6404  -20.0620  -6.0822
C  -16.6918  -8.8310  -10.1761
O  -17.1695  -10.1851  -9.9632
P  -17.6973  -11.1086  -11.1963
O  -18.8969  -10.5567  -11.8240
O  -16.3352  -11.2677  -12.1462
C  -15.0801  -11.6933  -11.5847
O  -17.8754  -12.5772  -10.5254
C  -18.8957  -12.8249  -9.5248
H  -15.6181  -8.6624  -10.0932
H  -17.1336  -8.1963  -9.4079
H  -16.9625  -8.3485  -11.1153
H  -14.9590  -11.6816  -10.5016
H  -14.3001  -11.0482  -11.9893
H  -14.7912  -12.7014  -11.8819
H  -18.4006  -13.0825  -8.5885
H  -19.5955  -13.5826  -9.8773
H  -19.4329  -11.8846  -9.4009
C  -23.8186  -9.0113  -19.4798
O  -22.9229  -8.2116  -18.7522
P  -21.7061  -7.4823  -19.5315
O  -20.9452  -6.5902  -18.6577
O  -20.8123  -8.6897  -20.1306
C  -20.2901  -9.6736  -19.2442
O  -22.3861  -6.7892  -20.7907
C  -21.6725  -6.0421  -21.7816
H  -24.8423  -8.6595  -19.3516
H  -23.7233  -9.9377  -18.9134
H  -23.5031  -9.0670  -20.5216
H  -19.2566  -9.9151  -19.4928
H  -20.9028  -10.5674  -19.3623
H  -20.2185  -9.2849  -18.2284
H  -21.7076  -6.4701  -22.7834
H  -20.6203  -6.2200  -21.5595
H  -21.8124  -4.9634  -21.8518
C  -12.4728  -20.1723  -12.7266
O  -11.8494  -20.7688  -13.8196
P  -11.9625  -22.4057  -14.1053
O  -13.3348  -22.8612  -14.5163
O  -11.3363  -23.1624  -12.8063
C  -9.9549  -23.0476  -12.5796
O  -10.8939  -22.6047  -15.3135
C  -10.5931  -23.8795  -15.8025
H  -13.0058  -20.8807  -12.0924
H  -13.2225  -19.4748  -13.1002
H  -11.7618  -19.6109  -12.1204
H  -9.6512  -22.8280  -11.5561
H  -9.4444  -22.3276  -13.2192
H  -9.5054  -24.0100  -12.8246
H  -10.5302  -23.8288  -16.8895
H  -11.3283  -24.5955  -15.4351
H  -9.5957  -24.1233  -15.4367
C  -22.1281  -15.4977  -22.6875
O  -21.8376  -16.3794  -23.7356
P  -20.7133  -17.5132  -23.5432
O  -19.4088  -17.2143  -22.8794
O  -20.4820  -17.9147  -25.1516
C  -21.5060  -18.2897  -26.0142
O  -21.4889  -18.8414  -23.0615
C  -21.9734  -18.9250  -21.7487
H  -23.1459  -15.4936  -22.2974
H  -21.9535  -14.5208  -23.1385
H  -21.4327  -15.6848  -21.8692
H  -21.6791  -19.3539  -26.1746
H  -21.3067  -17.8442  -26.9888
H  -22.4334  -17.8073  -25.7058
H  -21.5434  -19.8336  -21.3271
H  -23.0577  -19.0361  -21.7375
H  -21.6191  -18.1144  -21.1120
C  -23.6564  -14.8202  -13.8470
O  -23.1772  -15.8454  -13.0558
P  -23.6082  -17.4398  -13.2321
O  -23.7884  -17.9299  -14.6348
O  -22.4648  -18.1662  -12.3873
C  -21.1324  -18.2685  -12.9178
O  -24.8818  -17.6541  -12.2686
C  -24.9265  -16.9716  -11.0567
H  -24.0980  -15.2582  -14.7421
H  -22.8701  -14.1304  -14.1535
H  -24.4293  -14.2339  -13.3502
H  -20.7945  -19.2966  -12.7880
H  -20.3922  -17.5987  -12.4804
H  -21.1810  -18.1020  -13.9940
H  -24.0510  -16.3788  -10.7919
H  -25.1758  -17.6064  -10.2064
H  -25.7441  -16.2588  -11.1644
C  -32.6483  -19.8744  -14.6146
O  -33.2669  -21.1569  -14.4576
P  -34.1791  -21.7531  -15.6884
O  -33.3925  -22.2656  -16.8275
O  -35.1582  -20.4916  -16.1153
C  -36.2252  -20.7529  -16.9476
O  -35.2355  -22.8677  -14.9544
C  -35.9080  -22.5613  -13.7592
H  -32.8433  -19.2420  -13.7485
H  -32.9873  -19.3062  -15.4808
H  -31.5664  -19.9238  -14.7382
H  -37.1241  -21.0376  -16.4007
H  -36.0689  -21.6455  -17.5533
H  -36.4842  -19.9185  -17.5994
H  -36.9359  -22.8689  -13.9513
H  -35.8591  -21.5056  -13.4926
H  -35.6016  -23.0710  -12.8457
C  -20.6525  -18.7655  -1.2767
O  -21.1093  -17.5318  -1.8597
P  -20.3876  -16.1255  -1.5256
O  -18.9001  -16.1848  -1.2728
O  -20.8304  -15.1911  -2.7744
C  -22.2253  -15.0626  -3.0397
O  -21.2664  -15.5515  -0.2864
C  -21.0613  -14.2414  0.1244
H  -19.7266  -18.7076  -0.7044
H  -20.5879  -19.5968  -1.9787
H  -21.4711  -19.1335  -0.6581
H  -22.8226  -15.4070  -2.1956
H  -22.4988  -15.6471  -3.9182
H  -22.4141  -14.0173  -3.2843
H  -21.5166  -13.9849  1.0809
H  -21.4522  -13.5491  -0.6213
H  -20.0004  -14.0101  0.2198
C  -25.7326  -2.2169  -16.5359
O  -26.7621  -2.3508  -15.5651
P  -28.1030  -3.2143  -15.8666
O  -29.1788  -3.2054  -14.8319
O  -28.5549  -2.5727  -17.2864
C  -29.0370  -1.2364  -17.4085
O  -27.5121  -4.7211  -16.2502
C  -26.9556  -5.4461  -15.1670
H  -25.3911  -1.1880  -16.4230
H  -25.9737  -2.4420  -17.5748
H  -24.7552  -2.6448  -16.3130
H  -29.8964  -1.1615  -18.0748
H  -28.3914  -0.5100  -17.9020
H  -29.3353  -0.7825  -16.4635
H  -27.1855  -6.4970  -15.3427
H  -27.3556  -5.1650  -14.1928
H  -25.8741  -5.3293  -15.0970

Results
DFT total energy, eV: -202380.7337
HOMO-LUMO gap, Eh: 0.37112
Maximum force, eV/A: 4.03
Energy above the lowest of the compared OMol25 structures with the same formula, charge and spin, eV: 8.193

# 2
Molecular formula: C4H10O2
Method: DFT, wB97M-V/def2-TZVPD

Atoms and positions in Å:
C  1.9926  0.6982  -0.7101
O  0.6353  0.4263  -0.5231
C  0.4244  -0.8613  0.0138
C  -1.0485  -1.0011  0.1671
C  -1.6217  0.4024  0.8326
O  -1.9514  1.3974  -0.0902
H  2.4386  -0.0231  -1.4092
H  2.0620  1.7029  -1.1278
H  2.5417  0.6557  0.2429
H  0.9026  -0.9388  1.0079
H  0.8612  -1.6294  -0.6363
H  -1.5876  -1.1010  -0.7850
H  -1.2652  -1.9476  0.7251
H  -2.3753  -0.2802  1.1314
H  -0.9199  0.7971  1.5787
H  -1.0886  1.7025  -0.4177

Results
DFT total energy, eV: -8403.2967
HOMO-LUMO gap, Eh: 0.38349
SMILES: COCCCO
Maximum force, eV/A: 3.36
Energy above the lowest of the compared OMol25 structures with the same formula, charge and spin, eV: 2.250

# 3
Molecular formula: C22H20N3O4Pd
Method: DFT, wB97M-V/def2-TZVPD

Atoms and positions in Å:
Pd  1.0991  1.0668  -0.2458
C  -1.8991  1.9342  -1.6148
C  -2.1285  0.9908  -0.4369
C  -2.1906  -0.4661  -0.8164
C  -3.4265  -1.1026  -0.8770
C  -3.5325  -2.4533  -1.1551
C  -2.3816  -3.1978  -1.3460
C  -1.1251  -2.6036  -1.3087
C  0.0999  -3.4875  -1.3770
C  0.7977  -3.5861  -0.0195
C  -1.0413  -1.2170  -1.0923
N  0.2572  -0.6152  -1.1500
C  0.8621  -0.7023  -2.3063
C  2.1633  -0.1595  -2.4966
C  3.0154  -0.0708  -3.6001
C  4.1077  0.6768  -3.1640
C  3.8517  1.0306  -1.8342
N  2.6995  0.4915  -1.4207
H  -1.8635  2.9711  -1.2794
H  -2.7040  1.8330  -2.3458
H  -0.9563  1.7215  -2.1223
H  -3.0584  1.2548  0.0707
H  -1.3416  1.0885  0.3100
H  -4.3181  -0.5193  -0.6783
H  -4.5040  -2.9294  -1.1914
H  -2.4484  -4.2662  -1.5153
H  0.8197  -3.1392  -2.1187
H  -0.2169  -4.4800  -1.7036
H  1.1543  -2.6059  0.3005
H  1.6563  -4.2569  -0.0696
H  0.1102  -3.9620  0.7399
H  0.3788  -1.1207  -3.1889
H  2.8456  -0.4840  -4.5823
H  4.9874  0.9351  -3.7316
H  4.4560  1.6301  -1.1711
O  -0.8552  1.1662  6.5321
C  -0.4682  2.1528  5.8791
O  -0.3265  3.3425  6.2046
C  -0.1055  1.8385  4.4042
C  -0.2456  0.5496  3.9060
C  0.0627  0.2877  2.5854
N  0.5192  1.2376  1.7697
C  0.6734  2.4851  2.2364
C  0.3672  2.8212  3.5383
C  1.2671  3.4601  1.2472
O  1.3348  4.6472  1.4714
O  1.7117  2.8947  0.1537
H  -0.6045  -0.2206  4.5754
H  -0.0535  -0.6983  2.1488
H  0.4972  3.8365  3.8863

Results
Net charge: -1
DFT total energy, eV: -39281.5369
HOMO-LUMO gap, Eh: 0.26971
Maximum force, eV/A: 1.64
Energy above the lowest of the compared OMol25 structures with the same formula, charge and spin, eV: 1.421

# 4
Molecular formula: C26H51BrI3N2O8P2S
Method: DFT, wB97M-V/def2-TZVPD

Atoms and positions in Å:
C  3.0214  0.7123  1.8940
C  2.7362  1.1515  0.3106
O  1.4339  0.5227  -0.0886
C  0.3528  1.4859  0.1735
C  -1.1108  1.0206  -0.5032
O  -1.5986  -0.0482  0.3371
C  -2.8845  -0.6053  0.0586
I  -3.8284  0.2128  -1.8154
C  -2.6314  -2.1676  -0.4836
C  -1.5038  -2.3263  -1.6351
C  -0.3575  -3.5042  -1.3262
O  -0.3787  -4.7273  -1.8888
N  0.7483  -3.2240  -0.3329
C  2.0037  -2.6847  -0.9815
C  1.0381  -4.3985  0.5755
C  -2.4546  -3.0839  0.8448
C  -3.6572  -2.8417  1.9300
P  -3.3237  -4.2122  3.2262
O  -1.6660  -4.7198  3.2825
Br  -4.5023  -6.0672  2.5052
N  -3.7678  -1.4036  2.5097
C  -4.9666  -1.4484  3.4365
I  -6.6914  -2.8824  3.3438
C  -5.2571  -0.4713  4.5623
C  -6.5881  -0.5952  5.5686
I  -4.0508  1.2795  5.0045
P  -2.1589  -1.3924  3.2718
C  -2.2268  -1.7361  5.1991
O  -1.3772  0.2023  3.2795
C  -4.0237  -0.5615  1.2828
C  -4.7629  0.8813  1.4220
C  -3.8958  2.2380  1.2036
C  -4.4899  3.5059  2.1205
S  -5.4296  4.6770  0.9388
H  3.1859  -0.4483  1.8830
H  2.0313  1.0097  2.4803
H  3.9559  1.3285  2.2356
H  3.6145  0.8376  -0.4128
H  2.6921  2.3271  0.3054
H  0.2337  1.8083  1.2922
H  0.6421  2.4767  -0.4260
H  -0.8392  0.7643  -1.6096
H  -1.7345  2.0144  -0.5241
H  -3.6767  -2.4720  -0.9749
H  -0.9002  -1.3762  -1.9305
H  -2.0463  -2.7022  -2.6298
H  2.4962  -1.9434  -0.1867
H  2.7677  -3.5848  -1.0949
H  1.8353  -2.0776  -1.9674
H  1.6177  -3.9559  1.5209
H  0.0832  -4.9253  1.0112
H  1.8062  -5.1731  0.0928
H  -2.6575  -4.2015  0.4572
H  -1.3650  -3.1345  1.2468
H  -4.5950  -3.2030  1.3425
H  -1.6812  -5.6749  2.9188
H  -6.5599  -1.6414  6.1435
H  -6.5988  0.2213  6.4062
H  -7.6095  -0.4503  4.9675
H  -1.9319  -0.7852  5.8216
H  -1.3788  -2.5500  5.3706
H  -3.2486  -2.2218  5.5058
H  -2.0355  0.7556  2.7811
H  -4.8893  -1.2009  0.7315
H  -5.4433  1.0572  2.3522
H  -5.5790  0.9590  0.5407
H  -2.7573  2.2048  1.3900
H  -4.0268  2.6244  0.0799
H  -5.2939  3.1608  2.9038
H  -3.5941  4.0275  2.6628
H  -6.0521  3.7499  0.0421
C  3.6642  0.6427  -3.6533
O  4.7361  1.2432  -4.3631
C  4.2793  2.0468  -5.4523
C  5.3407  3.0802  -5.8331
O  5.3466  4.2231  -4.9665
C  5.8966  4.0088  -3.6596
C  7.4199  3.8641  -3.6691
O  7.7869  2.5362  -4.0473
C  9.1237  2.4632  -4.5148
H  3.0849  -0.0082  -4.3117
H  4.0843  0.0449  -2.8393
H  3.0214  1.4131  -3.2165
H  3.3477  2.5594  -5.1883
H  4.0970  1.3775  -6.3005
H  5.0892  3.4726  -6.8260
H  6.3368  2.6396  -5.9120
H  5.4074  3.1707  -3.1589
H  5.6459  4.9095  -3.0888
H  7.8131  4.0410  -2.6619
H  7.8543  4.5933  -4.3625
H  9.2480  3.0810  -5.4114
H  9.3378  1.4250  -4.7825
H  9.8204  2.7794  -3.7366

Results
Net charge: +1
DFT total energy, eV: -170885.0356
HOMO-LUMO gap, Eh: 0.23973
Maximum force, eV/A: 8.09